{"formula": "C34H86BN7O7", "method": "ωB97M-V/def2-TZVPD", "fmax_ev_per_a": 7.89, "molar_mass_g_mol": 715.92, "e_tot_ev": -62082.032, "smiles": "C=CCBCCCCN(C)C(C)=O.COC[C@@H](C)N.COC[C@@H](C)N.COC[C@@H](C)N.COC[C@@H](C)N.COC[C@@H](C)N.COC[C@@H](C)N", "species": ["C", "C", "C", "B", "C", "C", "C", "C", "N", "C", "C", "C", "O", "H", "H", "H", "H", "H", "H", "H", "H", "H", "H", "H", "H", "H", "H", "H", "H", "H", "H", "H", "H", "C", "O", "C", "C", "C", "N", "H", "H", "H", "H", "H", "H", "H", "H", "H", "H", "H", "C", "O", "C", "C", "C", "N", "H", "H", "H", "H", "H", "H", "H", "H", "H", "H", "H", "C", "O", "C", "C", "C", "N", "H", "H", "H", "H", "H", "H", "H", "H", "H", "H", "H", "C", "O", "C", "C", "C", "N", "H", "H", "H", "H", "H", "H", "H", "H", "H", "H", "H", "C", "O", "C", "C", "C", "N", "H", "H", "H", "H", "H", "H", "H", "H", "H", "H", "H", "C", "O", "C", "C", "C", "N", "H", "H", "H", "H", "H", "H", "H", "H", "H", "H", "H"], "coordinates": [[2.50382, -2.21345, -4.10487], [2.23037, -1.25783, -2.99369], [1.92317, 0.36359, -3.26446], [0.73134, 0.50669, -4.43566], [-0.74591, -0.23985, -4.26554], [-2.01579, 0.81998, -4.33796], [-3.34518, -0.07479, -4.74834], [-4.74582, 0.54477, -4.15715], [-5.62903, -0.45150, -3.43925], [-4.92122, -0.92828, -2.19074], [-6.08403, -1.58426, -4.33191], [-6.54311, -3.08502, -3.85850], [-6.16699, -1.32372, -5.66663], [2.17552, -2.01502, -5.21767], [3.02177, -3.24439, -3.81404], [2.17255, -1.60612, -1.85903], [1.63123, 0.90640, -2.26725], [2.91172, 0.79219, -3.72435], [1.01908, 1.13223, -5.40321], [-0.80837, -1.02443, -5.16188], [-0.81371, -0.86222, -3.27682], [-1.77801, 1.55177, -5.22849], [-2.20378, 1.39188, -3.31510], [-3.41756, -0.01997, -5.93064], [-3.20988, -1.23374, -4.49992], [-4.45325, 1.40464, -3.38268], [-5.41851, 1.08585, -4.96978], [-4.54270, -2.03488, -2.22225], [-3.94986, -0.25413, -2.02631], [-5.61951, -0.68567, -1.26178], [-7.65468, -3.16244, -3.47938], [-5.78462, -3.60015, -3.09462], [-6.49130, -3.77193, -4.83339], [0.58790, 0.32318, 3.96856], [0.90980, -0.94580, 3.41883], [0.07634, -1.34575, 2.32743], [0.48171, -0.74140, 0.96317], [0.07490, 0.72069, 0.79890], [1.92875, -0.86271, 0.72972], [-0.48768, 0.52504, 3.94290], [1.13692, 1.10715, 3.44430], [0.91654, 0.33418, 5.01192], [0.18434, -2.43534, 2.25903], [-0.97935, -1.15457, 2.55482], [-0.04013, -1.31062, 0.18421], [0.72057, 1.40386, 1.35577], [0.13598, 1.01595, -0.25527], [-0.95719, 0.88025, 1.12796], [2.17900, -1.85245, 0.74490], [2.40198, -0.48147, 1.55391], [6.74459, 3.39953, -3.56804], [5.85733, 2.52449, -4.24865], [6.42365, 1.88235, -5.39438], [7.27576, 0.63425, -5.06739], [8.65834, 0.96799, -4.51307], [6.58523, -0.25590, -4.12189], [7.42871, 3.91075, -4.25281], [7.30324, 2.84868, -2.80952], [6.14576, 4.15469, -3.05049], [5.56955, 1.55789, -6.00165], [6.98122, 2.60152, -6.00646], [7.42819, 0.08627, -6.00525], [8.62858, 1.28934, -3.46925], [9.30742, 0.08528, -4.55418], [9.13668, 1.75814, -5.10112], [5.70273, -0.55347, -4.54032], [6.29337, 0.31636, -3.32445], [-2.47188, 2.45356, 4.85848], [-1.24725, 2.55785, 5.56950], [-1.19058, 3.64936, 6.49209], [-1.86470, 3.36598, 7.85445], [-3.38919, 3.42634, 7.80469], [-1.45671, 2.06056, 8.39533], [-2.90937, 3.43313, 4.64096], [-3.17645, 1.83545, 5.41740], [-2.27142, 1.94656, 3.91006], [-0.12312, 3.82522, 6.67416], [-1.57986, 4.56618, 6.03314], [-1.53391, 4.14480, 8.55239], [-3.83190, 2.54251, 7.33932], [-3.80028, 3.48941, 8.81920], [-3.72924, 4.30976, 7.25435], [-0.44302, 2.06124, 8.51728], [-1.61074, 1.36565, 7.65916], [-3.41098, 2.59267, -0.65465], [-2.28738, 3.21708, -0.05152], [-2.37939, 4.64171, 0.03641], [-3.20729, 5.15239, 1.23830], [-4.71511, 5.02062, 1.04010], [-2.82833, 4.46638, 2.48286], [-3.84886, 3.20565, -1.44887], [-4.15937, 2.35785, 0.10406], [-3.07913, 1.64642, -1.09194], [-1.34863, 4.99562, 0.16224], [-2.73767, 5.06666, -0.90899], [-2.98984, 6.22102, 1.35599], [-5.06897, 3.99412, 1.16170], [-5.25007, 5.62946, 1.77856], [-5.01223, 5.36973, 0.04572], [-1.83798, 4.63916, 2.66114], [-2.86838, 3.45987, 2.29872], [5.25866, -3.32517, 1.42963], [4.54118, -2.69821, 0.37689], [5.27085, -1.67743, -0.30966], [6.23897, -2.20702, -1.39273], [7.52219, -2.80630, -0.82318], [5.58799, -3.20554, -2.25432], [5.92836, -2.63006, 1.94597], [5.81749, -4.17926, 1.04347], [4.53334, -3.70797, 2.15358], [4.51363, -1.05909, -0.80747], [5.78434, -1.02106, 0.40326], [6.53112, -1.35381, -2.01705], [7.37040, -3.79974, -0.39450], [8.27460, -2.91408, -1.61339], [7.94677, -2.16004, -0.04792], [4.78432, -2.76918, -2.70835], [5.16618, -3.90764, -1.63974], [-4.10096, -6.02080, 4.13417], [-4.79415, -4.79266, 3.96900], [-3.94676, -3.65809, 3.76787], [-3.45352, -3.48289, 2.31296], [-2.33341, -4.44615, 1.92868], [-4.55622, -3.62564, 1.35024], [-3.15131, -5.89262, 4.66333], [-3.93735, -6.49054, 3.16286], [-4.73515, -6.69214, 4.72054], [-4.55930, -2.78467, 4.02375], [-3.11112, -3.66694, 4.47805], [-3.04976, -2.46697, 2.22360], [-2.69402, -5.46061, 1.74276], [-1.84315, -4.11058, 1.00715], [-1.56961, -4.49238, 2.71189], [-5.25956, -2.91389, 1.55313], [-5.03427, -4.50540, 1.56485]], "atomic_forces_ev_per_a": [[-0.73, 1.92, 3.50], [0.12, -1.48, -2.63], [0.19, -1.33, -0.68], [-0.29, -1.18, 2.07], [0.19, 0.06, 0.07], [-0.05, -1.32, -0.71], [-0.18, 0.38, -1.16], [-0.13, 1.43, -0.49], [1.17, -3.17, -1.37], [0.63, 0.77, 1.55], [-0.29, 2.12, -5.56], [0.63, -0.74, -0.47], [0.47, -1.50, 7.73], [1.21, -0.17, 2.39], [-1.69, 2.21, -0.85], [0.74, 0.72, -2.62], [0.68, -1.12, -1.81], [-1.75, -0.60, 1.26], [-0.26, 0.08, -0.23], [-0.14, 1.68, 1.73], [0.11, 1.09, -1.78], [-0.65, -1.12, 2.01], [0.64, -1.15, -2.20], [0.11, -0.29, 2.47], [-0.33, 2.64, -0.21], [-0.80, -1.98, -1.45], [1.65, -1.38, 1.52], [-0.99, 2.12, 0.18], [-2.10, -1.55, -0.43], [1.50, -0.96, -1.83], [2.36, 0.52, -0.53], [-1.84, 1.41, -1.44], [-0.10, 1.88, 2.04], [0.32, -0.10, 0.17], [-0.59, -0.10, -0.34], [0.37, -0.22, -0.04], [0.24, 0.33, 0.37], [-0.20, 0.09, -0.22], [-0.18, -0.32, 0.22], [0.11, -0.01, -0.06], [-0.19, 0.19, 0.01], [-0.09, -0.09, -0.14], [0.10, 0.13, 0.06], [-0.02, 0.20, 0.04], [0.04, -0.09, 0.11], [-0.03, -0.13, 0.01], [0.00, -0.07, 0.18], [0.09, 0.05, -0.04], [0.15, 0.17, -0.12], [-0.10, -0.04, -0.29], [-0.34, -0.07, 0.21], [0.38, 0.04, -0.49], [-0.27, -0.24, 0.03], [-0.07, 0.27, 0.39], [0.32, -0.11, -0.10], [-0.26, 0.31, -0.21], [0.02, -0.11, 0.01], [0.22, 0.12, -0.02], [-0.02, -0.11, -0.13], [0.02, 0.04, 0.19], [0.11, 0.05, 0.12], [-0.15, 0.08, 0.05], [-0.10, -0.01, -0.10], [-0.18, 0.13, 0.02], [-0.05, -0.05, 0.07], [0.16, -0.13, 0.09], [0.12, -0.10, -0.23], [0.05, -0.16, 0.14], [-0.04, 0.50, 0.14], [0.25, -0.13, 0.14], [-0.15, -0.32, -0.33], [-0.24, 0.19, 0.19], [0.31, 0.05, -0.27], [0.03, -0.13, 0.12], [-0.19, 0.05, -0.05], [0.10, 0.05, 0.07], [-0.10, -0.15, -0.06], [-0.17, -0.07, -0.04], [0.10, -0.08, -0.12], [0.13, 0.06, 0.00], [0.13, -0.06, -0.17], [0.03, -0.10, 0.02], [-0.21, -0.01, 0.11], [-0.05, 0.18, 0.25], [0.26, -0.21, 0.20], [-0.21, 0.50, -0.25], [0.26, 0.00, 0.25], [-0.10, -0.42, -0.13], [-0.25, 0.23, 0.04], [0.26, 0.01, -0.34], [-0.02, 0.04, 0.09], [-0.22, 0.03, -0.14], [0.09, 0.13, 0.06], [-0.09, -0.17, 0.03], [-0.15, -0.09, 0.01], [0.11, -0.13, -0.05], [0.12, 0.05, -0.03], [0.15, -0.13, -0.10], [0.03, -0.06, 0.09], [-0.17, 0.01, 0.07], [-0.07, 0.31, 0.04], [-0.34, -0.21, -0.10], [0.30, 0.40, 0.16], [-0.19, 0.00, -0.43], [-0.11, -0.27, 0.35], [0.32, 0.05, -0.09], [-0.34, 0.13, 0.18], [0.02, -0.02, -0.11], [0.20, 0.03, 0.14], [0.00, 0.12, -0.10], [-0.03, -0.18, 0.09], [0.10, -0.13, 0.11], [-0.14, -0.21, 0.11], [-0.07, 0.09, -0.02], [-0.20, 0.02, 0.09], [-0.04, -0.06, -0.03], [0.26, 0.00, -0.02], [0.20, 0.14, -0.16], [-0.37, -0.08, -0.04], [0.54, 0.33, 0.10], [-0.29, 0.13, -0.11], [-0.15, -0.46, 0.08], [0.31, 0.06, -0.13], [-0.22, 0.09, 0.27], [-0.01, 0.05, -0.10], [0.22, -0.10, 0.05], [0.02, 0.18, -0.03], [-0.04, -0.18, -0.05], [0.07, -0.15, -0.06], [-0.13, -0.03, 0.09], [-0.05, 0.12, 0.07], [-0.14, -0.04, 0.13], [-0.08, -0.02, -0.06], [0.15, -0.08, -0.13], [0.19, 0.21, -0.13]], "mulliken_charge": [-0.813, 0.482, -0.221, 0.313, -0.608, 0.057, -0.448, -0.599, 0.066, -0.299, 0.553, -0.832, -0.588, 0.190, 0.260, 0.046, 0.085, -0.049, -0.128, 0.205, 0.169, 0.262, -0.093, 0.292, 0.276, 0.103, 0.349, 0.213, -0.203, 0.206, 0.267, 0.243, 0.280, -0.523, -0.464, -0.316, 0.609, -1.390, -0.404, 0.064, 0.238, 0.370, 0.284, 0.167, 0.267, 0.180, 0.210, 0.214, 0.205, 0.324, -0.710, -0.312, -0.737, 0.186, -1.444, -0.434, 0.314, 0.248, 0.234, 0.350, 0.442, 0.403, 0.273, 0.356, 0.376, 0.136, 0.364, -0.486, -0.261, -0.806, 0.315, -1.368, -0.743, 0.520, 0.223, -0.113, 0.346, 0.401, 0.429, 0.263, 0.356, 0.348, 0.272, 0.328, -0.380, -0.228, -0.756, 0.047, -1.454, -0.473, 0.375, 0.274, -0.152, 0.362, 0.418, 0.507, 0.272, 0.354, 0.369, 0.216, 0.268, -0.806, -0.330, -0.777, 1.085, -1.691, -0.688, 0.366, 0.240, 0.266, 0.346, 0.470, -0.168, 0.317, 0.419, 0.326, 0.050, 0.420, -0.635, -0.414, -0.790, 0.563, -1.489, -0.592, 0.288, 0.232, 0.266, 0.354, 0.464, 0.173, 0.351, 0.294, 0.351, 0.269, 0.310]}